The following is a quantum chemistry calculation of a molecular structure, C41H63BiClN2O5SiTe, from OMol25.

XYZ file:
```
115
C41H63BiClN2O5SiTe ωB97M-V/def2-TZVPD
Bi -0.55 0.19 0.08
O 1.24 3.24 -2.72
Cl 0.08 3.47 -1.88
O -0.44 4.80 -2.11
O -0.95 2.48 -2.19
O 0.46 3.33 -0.48
C -2.91 -0.42 -2.17
C -3.43 -0.61 -0.74
O -4.63 -0.93 -0.62
N -2.56 -0.48 0.29
Te -3.60 -0.31 2.56
C -4.73 0.03 4.50
C -4.56 1.13 5.37
C -3.63 2.26 5.03
C -5.25 1.19 6.59
C -6.11 0.18 6.99
C -6.86 0.26 8.30
C -6.27 -0.91 6.14
C -5.59 -1.00 4.92
C -5.82 -2.25 4.09
C -4.32 1.55 1.78
C -3.49 2.66 1.58
C -2.06 2.78 2.05
C -4.00 3.78 0.91
C -5.31 3.83 0.46
C -5.83 5.04 -0.26
C -6.13 2.74 0.71
C -5.66 1.60 1.35
C -6.62 0.45 1.57
H -3.75 -0.42 -2.86
H -2.24 -1.24 -2.43
H -2.36 0.52 -2.27
H -2.63 1.87 4.79
H -3.54 2.96 5.86
H -3.97 2.80 4.14
H -5.10 2.05 7.24
H -6.53 1.12 8.88
H -6.71 -0.64 8.90
H -7.94 0.36 8.13
H -6.93 -1.72 6.44
H -6.66 -2.82 4.48
H -4.93 -2.89 4.10
H -6.00 -2.01 3.04
H -1.70 1.86 2.51
H -1.98 3.59 2.78
H -1.41 3.03 1.21
H -3.34 4.61 0.72
H -5.01 5.61 -0.72
H -6.36 5.71 0.42
H -6.53 4.76 -1.05
H -7.16 2.76 0.37
H -7.61 0.71 1.18
H -6.72 0.23 2.64
H -6.26 -0.45 1.06
C 2.32 -1.72 0.87
Si 0.44 -1.99 1.28
C -0.03 -3.59 0.28
C -1.55 -3.83 0.36
C 0.72 -4.84 0.75
C 0.30 -3.38 -1.20
C 0.39 -2.33 3.20
C 1.63 -3.07 3.70
C -0.85 -3.13 3.62
C 0.32 -0.97 3.92
H 2.98 -2.35 1.49
H 2.30 0.10 1.81
H 2.46 -2.06 -0.15
H -1.89 -4.05 1.38
H -1.82 -4.69 -0.27
H -2.11 -2.96 0.02
H 0.43 -5.14 1.76
H 1.81 -4.69 0.74
H 0.50 -5.68 0.08
H -0.16 -2.47 -1.60
H -0.09 -4.23 -1.78
H 1.38 -3.31 -1.39
H 1.81 -4.01 3.16
H 1.50 -3.32 4.76
H 2.53 -2.46 3.61
H -0.84 -4.15 3.23
H -1.78 -2.65 3.30
H -0.88 -3.20 4.72
H 1.20 -0.35 3.72
H 0.28 -1.13 5.01
H -0.57 -0.41 3.63
C 4.74 -2.01 -1.55
C 4.12 -0.63 -1.85
C 2.67 -0.64 -2.34
C 4.38 0.40 -0.76
C 5.26 1.42 -1.13
C 5.61 2.47 -0.30
C 5.08 2.48 0.98
C 4.20 1.49 1.41
C 3.74 1.61 2.86
C 2.29 2.13 2.99
C 4.04 0.37 3.73
C 3.78 0.46 0.53
N 2.69 -0.30 0.98
H 4.47 -2.73 -2.33
H 4.45 -2.42 -0.59
H 5.83 -1.92 -1.54
H 4.70 -0.26 -2.70
H 1.95 -0.92 -1.56
H 2.55 -1.34 -3.17
H 2.38 0.35 -2.68
H 5.67 1.39 -2.13
H 6.27 3.26 -0.64
H 5.35 3.27 1.67
H 4.37 2.39 3.29
H 1.56 1.54 2.43
H 2.22 3.14 2.58
H 1.98 2.15 4.04
H 3.46 -0.51 3.46
H 3.83 0.60 4.78
H 5.09 0.11 3.64
```

Calculated values
F_max, eV/Å: 0.65
HOMO (alpha / beta), eV: -1.6 / -2.0
Lowest unoccupied orbital energy (alpha / beta), eV: 3.963 / 3.963
⟨S²⟩: 0.75
Gap between HOMO and LUMO (alpha / beta), Ha: 0.2030 / 0.2186
Multiplicity: 2
Net charge: -2